No. 1
105
Properties=species:S:1:pos:R:3:mulliken_charge:R:1 method="wB97M-V/def2-TZVPD" spin_multiplicity=1 gap_ev="4.475 / 4.665" total_charge=+2
Pb -0.890 -0.905 1.230 1.770
O -6.792 -2.436 3.392 -0.518
C -5.594 -2.081 2.967 0.990
C -5.348 -0.893 2.267 -0.611
C -4.065 -0.624 1.840 -0.164
N -3.045 -1.455 2.055 0.150
C -3.263 -2.561 2.759 0.164
C -4.497 -2.919 3.246 -0.676
C -1.971 -3.411 3.069 0.112
O -2.155 -4.417 3.711 -0.685
O -0.905 -2.918 2.630 -0.730
C -3.724 0.736 1.215 -0.187
O -4.636 1.507 0.990 -0.763
O -2.488 0.985 1.063 -0.450
H -7.483 -1.800 3.154 0.323
H -6.132 -0.178 2.066 0.496
H -4.635 -3.815 3.828 0.592
O 1.984 -2.378 2.894 -0.105
S 4.306 -3.592 1.991 0.047
C 3.290 -3.878 0.520 0.747
C 4.114 -3.944 -0.772 -1.479
C 3.579 -3.060 -1.902 0.206
C 2.128 -3.342 -2.283 -1.286
S 0.861 -2.094 -1.753 0.463
O 0.860 -2.160 -0.259 -0.194
C 1.785 -0.562 -2.084 0.454
C 2.184 -0.232 -3.368 -1.103
C 2.784 0.994 -3.603 -1.074
C 2.975 1.890 -2.562 -0.729
C 2.567 1.560 -1.279 -0.720
C 1.967 0.334 -1.043 1.542
C 5.205 -2.140 1.573 0.336
C 6.536 -2.043 1.998 -0.450
C 7.302 -0.961 1.607 -0.727
C 6.752 0.034 0.809 -0.721
C 5.417 -0.038 0.427 -0.505
C 4.640 -1.112 0.814 0.590
H 2.511 -3.111 0.484 -0.815
H 2.792 -4.824 0.730 0.736
H 4.150 -4.978 -1.117 0.388
H 5.145 -3.635 -0.583 0.617
H 4.213 -3.225 -2.776 0.460
H 3.698 -2.009 -1.631 -0.120
H 1.765 -4.273 -1.850 0.710
H 2.000 -3.395 -3.363 0.479
H 2.042 -0.927 -4.179 0.592
H 3.101 1.247 -4.602 0.452
H 3.450 2.839 -2.750 0.494
H 2.710 2.252 -0.462 0.415
H 1.641 0.062 -0.048 -0.453
H 6.965 -2.835 2.591 0.470
H 8.334 -0.897 1.916 0.421
H 7.353 0.871 0.495 0.485
H 4.985 0.748 -0.174 0.576
H 3.594 -1.142 0.556 -0.138
C 2.019 -1.289 3.734 -0.635
O 1.086 -0.305 3.300 -0.265
C 1.413 0.983 3.007 1.153
C 2.661 1.489 2.712 -0.366
C 2.772 2.841 2.384 -0.956
Br 4.491 3.504 1.921 -0.117
C 1.675 3.675 2.318 -1.059
C 0.394 3.162 2.554 0.523
C 0.273 1.821 2.936 0.704
O -0.883 1.193 3.253 -0.789
C -0.780 4.005 2.365 0.272
N -0.827 5.300 2.628 -0.718
C -2.086 5.706 2.363 0.435
C -2.702 6.963 2.484 -0.694
C -4.011 7.077 2.072 -0.568
C -4.726 5.979 1.579 -0.452
C -4.144 4.722 1.450 -0.583
C -2.834 4.597 1.863 0.635
N -1.968 3.532 1.886 0.763
H 1.723 -1.546 4.762 0.276
H 3.042 -0.896 3.732 0.437
H 1.099 -2.792 2.929 0.239
H 3.549 0.875 2.729 0.453
H 1.785 4.714 2.051 0.617
H -1.640 1.794 3.249 0.459
H -2.163 7.790 2.920 0.502
H -4.515 8.027 2.152 0.417
H -5.761 6.109 1.305 0.473
H -4.682 3.874 1.049 0.575
H -2.167 2.612 1.464 -0.347
C -3.838 -1.916 -7.464 -1.555
C -3.255 -1.593 -6.131 0.914
C -1.873 -1.498 -5.961 -0.838
C -1.340 -1.094 -4.751 -0.081
C -2.185 -0.784 -3.693 -0.109
C -3.557 -0.941 -3.822 -0.413
C -4.083 -1.337 -5.037 -0.916
S -1.404 -0.116 -2.206 0.921
C -2.346 1.448 -2.137 -1.026
O -1.910 -0.943 -1.055 -0.799
H -3.143 -2.485 -8.078 0.388
H -4.059 -0.983 -7.987 0.306
H -4.772 -2.465 -7.370 0.387
H -1.213 -1.732 -6.785 0.398
H -0.272 -1.001 -4.622 0.264
H -4.206 -0.755 -2.981 0.467
H -5.154 -1.434 -5.153 0.400
H -3.411 1.256 -2.072 0.459
H -2.112 2.006 -3.038 0.628
H -2.015 1.991 -1.257 -0.052

***

No. 2
26
Properties=species:S:1:pos:R:3:mulliken_charge:R:1 method="wB97M-V/def2-TZVPD" spin_multiplicity=1 gap_ev=6.658 total_charge=+1
C -2.037 2.593 1.758 -1.192
C -1.622 0.961 -0.987 -1.472
C -1.044 -2.393 -1.682 -0.895
C 0.270 -1.855 1.484 -0.901
C -1.133 1.503 1.448 -0.009
C -0.989 0.855 0.293 0.234
N 4.731 0.686 -0.940 -0.715
Si 0.269 -2.364 -0.355 0.655
I 2.642 -2.941 -1.168 0.070
H -1.627 3.158 2.639 0.330
H -2.108 3.306 0.918 0.354
H -2.951 2.201 2.015 0.302
H -1.851 1.969 -1.202 0.432
H -2.639 0.388 -0.980 0.224
H -1.051 0.417 -1.811 0.375
H -0.747 -2.398 -2.771 0.358
H -1.667 -3.221 -1.585 0.422
H -1.713 -1.501 -1.716 0.191
H 1.175 -1.276 1.764 0.349
H -0.764 -1.292 1.660 0.358
H 0.353 -2.867 1.936 0.429
H -0.406 1.106 2.221 0.242
H -0.261 0.082 0.398 0.125
H 4.434 1.183 -1.841 0.242
H 5.556 0.161 -1.142 0.230
H 5.178 1.534 -0.354 0.263

***

No. 3
66
Properties=species:S:1:pos:R:3:mulliken_charge:R:1 method="wB97M-V/def2-TZVPD" smiles="CCO[C@@H]1OC(C(=O)N2CCN(Cc3ccc4c(c3)OCO4)CC2)=C[C@H](C)[C@H]1CCCO" spin_multiplicity=1 gap_ev=8.839 total_charge=0
C -2.404 4.034 1.321 -1.227
C -0.976 3.839 1.799 -0.253
O -0.871 2.554 2.394 -0.295
C 0.429 2.207 2.782 -0.573
O 1.235 1.989 1.649 -0.434
C 1.118 0.751 1.067 1.024
C 1.777 0.696 -0.290 0.330
O 2.887 0.223 -0.443 -0.707
N 1.052 1.230 -1.294 0.216
C -0.335 1.615 -1.202 0.220
C -1.194 0.613 -1.979 -0.669
N -0.746 0.574 -3.357 0.127
C -1.638 -0.161 -4.245 -1.931
C -1.755 -1.635 -3.933 0.773
C -2.697 -2.087 -3.020 -0.360
C -2.791 -3.427 -2.652 -1.143
C -1.904 -4.298 -3.234 0.991
C -0.956 -3.857 -4.159 0.790
C -0.862 -2.537 -4.523 -0.896
O -0.213 -4.923 -4.591 -0.492
C -0.715 -6.049 -3.904 -0.248
O -1.775 -5.651 -3.061 -0.484
C 0.639 0.143 -3.429 -0.382
C 1.514 1.134 -2.660 -1.377
C 0.555 -0.306 1.637 -1.190
C -0.064 -0.269 3.002 0.211
C -1.587 -0.397 2.888 -1.751
C 0.345 1.014 3.746 0.425
C 1.638 0.845 4.558 -1.494
C 2.861 0.406 3.758 -0.071
C 4.104 0.312 4.643 -0.643
O 5.202 -0.254 3.971 -0.537
H -2.656 3.286 0.574 0.222
H -3.090 3.933 2.158 0.332
H -2.514 5.023 0.886 0.419
H -0.271 3.920 0.961 0.283
H -0.710 4.602 2.546 0.429
H 0.905 3.065 3.289 0.442
H -0.652 1.647 -0.161 -0.312
H -0.449 2.608 -1.650 0.093
H -2.236 0.938 -1.959 0.337
H -1.122 -0.373 -1.487 0.265
H -2.621 0.313 -4.176 0.523
H -1.260 -0.026 -5.261 0.526
H -3.389 -1.383 -2.584 0.409
H -3.527 -3.770 -1.944 0.436
H -0.130 -2.215 -5.244 0.437
H 0.087 -6.500 -3.299 0.253
H -1.082 -6.790 -4.632 0.243
H 0.945 0.127 -4.477 0.452
H 0.782 -0.864 -3.003 0.320
H 2.552 0.799 -2.643 0.522
H 1.448 2.122 -3.125 0.357
H 0.515 -1.237 1.095 0.545
H 0.303 -1.130 3.572 0.573
H -1.998 0.478 2.394 0.196
H -2.035 -0.481 3.876 0.464
H -1.846 -1.284 2.314 0.452
H -0.451 1.273 4.451 0.487
H 1.863 1.794 5.054 0.423
H 1.448 0.107 5.342 0.394
H 2.687 -0.572 3.305 0.234
H 3.059 1.116 2.953 0.361
H 4.364 1.311 5.027 0.288
H 3.916 -0.343 5.499 0.317
H 5.292 0.177 3.113 0.330

***

Computed DFT total energy (eV) in order:
-180074.042, -23957.446, -40704.069
Computed ΔE to the lowest compared entry with this formula, charge and spin (kcal per mole) in order:
7.32, 52.30, 48.09